The following is a DFT calculation (wB97M-V/def2-TZVPD) of a 15-piece molecular cluster, C61H161N19O25 overall at a distorted geometry.

Geometry as XYZ:
```
266
Properties=species:S:1:pos:R:3
C -32.97867 -7.33454 -3.81038
O -32.15573 -6.81736 -3.10177
N -33.80056 -8.25552 -3.45859
N -33.12786 -7.02586 -5.05043
H -34.37998 -8.64967 -4.18592
H -33.66082 -8.75316 -2.59088
H -33.66718 -7.61032 -5.67305
H -32.29832 -6.56952 -5.40216
C -37.36826 -11.49064 -7.96134
O -38.11935 -10.57740 -7.80309
N -36.08406 -11.47377 -7.52278
N -37.69730 -12.50682 -8.66214
H -35.44958 -12.15431 -7.91571
H -35.69461 -10.67711 -7.03927
H -36.96802 -13.16531 -8.89587
H -38.57543 -12.40317 -9.15024
C -33.29397 -18.10833 -6.02243
O -32.18653 -18.34383 -6.36920
N -34.34150 -18.73799 -6.36248
N -33.68075 -17.03877 -5.37536
H -34.26382 -19.41617 -7.10688
H -35.20979 -18.33366 -6.04206
H -34.66277 -16.96879 -5.14989
H -32.97722 -16.37355 -5.08792
C -37.21590 -17.35885 -4.26742
O -36.39164 -17.08066 -5.10538
N -38.49660 -17.32580 -4.48024
N -36.93378 -17.84349 -3.11343
H -38.79937 -16.92638 -5.35710
H -39.19994 -17.72748 -3.87687
H -37.75703 -18.08804 -2.58188
H -35.96891 -17.96342 -2.84004
C -34.36121 -14.86059 -9.09995
O -35.13562 -13.88665 -9.34353
N -33.95424 -15.67798 -9.97991
N -33.78950 -15.03315 -7.92857
H -34.27366 -15.50655 -10.92261
H -33.34587 -16.42883 -9.68627
H -33.02625 -15.69347 -7.88954
H -34.20439 -14.48025 -7.19219
C -35.64702 -14.16712 -4.86301
O -35.02026 -12.89248 -4.90039
C -34.35284 -12.39191 -3.71719
C -35.33955 -12.05008 -2.62596
N -35.98793 -10.73838 -2.64403
C -36.84487 -10.54452 -3.81645
C -37.94465 -9.55060 -3.41228
O -38.47862 -10.03850 -2.18573
C -39.59288 -9.28103 -1.71794
H -35.00005 -14.82114 -4.27839
H -35.70337 -14.69671 -5.81404
H -36.60763 -14.03136 -4.36612
H -33.82272 -11.48506 -4.00823
H -33.61615 -13.15333 -3.46102
H -34.81481 -12.06503 -1.67070
H -36.08197 -12.84622 -2.57049
H -36.61013 -10.67184 -1.85122
H -37.30753 -11.45113 -4.20644
H -36.11820 -10.16759 -4.53615
H -38.74501 -9.42973 -4.14229
H -37.48709 -8.56457 -3.33188
H -39.26265 -8.25614 -1.54872
H -40.02860 -9.65381 -0.79096
H -40.38269 -9.31594 -2.46833
C -33.22610 -9.92313 -6.47436
O -34.41544 -9.24004 -6.19082
C -34.96296 -8.51353 -7.26907
C -36.14452 -7.68793 -6.67697
N -35.84543 -6.31823 -6.24755
C -36.59963 -5.72477 -5.15369
C -38.10992 -5.74286 -5.46022
O -38.74929 -7.03797 -5.61930
C -40.16137 -6.95116 -5.67239
H -32.51286 -9.56009 -5.73438
H -32.95106 -9.72445 -7.51021
H -33.27312 -11.01202 -6.45987
H -35.18928 -9.12838 -8.14019
H -34.23332 -7.74355 -7.51980
H -36.46334 -8.18550 -5.76106
H -36.93261 -7.65204 -7.42912
H -34.87158 -6.33334 -5.98018
H -36.13745 -4.74872 -5.00595
H -36.38816 -6.22040 -4.20621
H -38.28674 -5.10509 -6.32630
H -38.61904 -5.15113 -4.69946
H -40.48786 -7.89476 -6.10957
H -40.46339 -6.17606 -6.37674
H -40.68402 -6.89625 -4.71744
C -36.63446 -21.66155 -1.53983
O -35.41723 -21.05294 -1.02045
C -34.48666 -20.64112 -2.05109
C -33.46511 -19.76202 -1.47818
N -34.09140 -18.47828 -1.50074
C -33.12707 -17.45484 -1.31000
C -33.93382 -16.13903 -1.18260
O -34.45713 -16.20464 0.16446
C -35.76605 -15.61154 0.29488
H -37.28746 -21.14083 -2.24022
H -37.32647 -21.91746 -0.73750
H -36.33223 -22.65385 -1.87467
H -35.01627 -20.25121 -2.92034
H -33.95099 -21.53403 -2.37335
H -32.61341 -19.75282 -2.15835
H -33.18071 -20.00529 -0.45444
H -34.63891 -18.43831 -0.65296
H -32.53583 -17.20463 -2.19087
H -32.43386 -17.55435 -0.47474
H -34.67749 -15.95034 -1.95684
H -33.17643 -15.36279 -1.29168
H -35.77608 -15.50336 1.37946
H -36.57893 -16.27162 -0.00780
H -35.81476 -14.58827 -0.07748
C -41.18368 -8.85389 2.44929
O -40.96201 -8.29080 3.76183
C -41.99748 -7.45505 4.35318
C -41.36342 -6.75154 5.53509
N -42.34747 -5.92514 6.17725
C -41.85791 -5.30586 7.37630
C -43.02556 -4.53028 8.02091
O -42.70579 -3.74897 9.23704
C -42.25919 -4.50340 10.44398
H -41.78397 -9.76360 2.43560
H -40.20601 -9.04149 2.00537
H -41.58118 -8.18964 1.68191
H -42.91322 -7.98571 4.61378
H -42.33778 -6.69594 3.64887
H -40.49026 -6.20795 5.17426
H -41.05899 -7.59896 6.14934
H -43.31161 -6.22588 6.16832
H -41.10597 -4.55309 7.13960
H -41.48105 -5.99738 8.12988
H -43.89883 -5.15689 8.20221
H -43.30534 -3.92605 7.15793
H -42.63298 -5.52274 10.54054
H -42.62325 -3.87586 11.25746
H -41.18182 -4.47422 10.60688
C -40.39653 -12.12111 -4.47531
O -40.86926 -13.15201 -5.34270
C -39.80946 -13.98777 -5.81481
C -40.38787 -15.09534 -6.73050
N -39.37275 -16.17796 -6.94778
C -38.26085 -15.70570 -7.77731
C -37.43749 -16.94276 -8.33855
O -38.38171 -17.71754 -9.04687
C -37.82417 -18.94248 -9.39406
H -41.20974 -11.59122 -3.97931
H -39.75104 -11.36820 -4.92761
H -39.83954 -12.62604 -3.68607
H -39.28917 -14.49872 -5.00467
H -39.09409 -13.38019 -6.36906
H -40.83255 -14.72808 -7.65542
H -41.19732 -15.51771 -6.13510
H -39.71386 -16.88243 -7.58612
H -37.67085 -15.03849 -7.14895
H -38.56933 -15.20333 -8.69413
H -37.00877 -17.47771 -7.49113
H -36.71286 -16.57907 -9.06707
H -36.77753 -18.79142 -9.65832
H -38.37650 -19.29996 -10.26311
H -37.79318 -19.65722 -8.57170
C -36.63464 -6.97640 -0.63947
O -36.69492 -7.05943 0.77393
C -38.01376 -7.01431 1.27299
C -37.94413 -7.29100 2.71743
N -37.30327 -6.22335 3.46007
C -37.12883 -6.60439 4.88324
C -36.40664 -5.54400 5.74867
O -35.03965 -5.61330 5.43603
C -34.31301 -4.63226 6.19750
H -37.18651 -6.09574 -0.96809
H -37.07147 -7.90278 -1.01243
H -35.59811 -6.78106 -0.91434
H -38.63682 -7.75487 0.77153
H -38.55098 -6.08431 1.08701
H -37.38820 -8.22763 2.75930
H -38.97608 -7.38737 3.05492
H -36.43249 -6.11953 2.95901
H -36.61673 -7.56164 4.98086
H -38.09392 -6.71690 5.37724
H -36.61288 -5.86728 6.76899
H -36.82177 -4.54088 5.65113
H -34.46882 -4.82385 7.25916
H -34.59655 -3.61030 5.94588
H -33.22312 -4.64164 6.18525
C -39.24736 -13.01728 -0.23843
O -38.46699 -12.90814 0.95675
C -37.62250 -11.65768 0.99100
C -37.09529 -11.50718 2.41169
N -38.10371 -10.88208 3.29646
C -37.67990 -10.94562 4.67250
C -38.89775 -10.61362 5.55860
O -39.90734 -11.61381 5.42172
C -41.09087 -11.23692 6.05989
H -38.67007 -12.52009 -1.01793
H -40.23119 -12.56435 -0.11581
H -39.46900 -14.05835 -0.47330
H -38.20002 -10.76867 0.73754
H -36.80539 -11.70208 0.27097
H -36.34943 -10.71318 2.44848
H -36.77678 -12.44904 2.85842
H -38.99800 -11.35130 3.30939
H -36.85308 -10.27923 4.91821
H -37.41563 -11.93360 5.04954
H -39.32719 -9.67966 5.19611
H -38.61062 -10.54308 6.60773
H -40.92344 -10.92226 7.08997
H -41.77314 -12.08690 6.04722
H -41.56911 -10.43153 5.50246
C -34.31556 -9.74229 0.54934
O -33.34376 -10.20213 1.48522
C -33.47436 -9.53665 2.73511
C -32.39945 -10.18321 3.64302
N -32.81855 -11.26597 4.54841
C -33.69300 -10.73220 5.59338
C -34.31394 -11.86493 6.42822
O -34.85873 -12.85628 5.54603
C -35.45116 -13.94759 6.22326
H -35.26857 -9.50306 1.02117
H -34.52010 -10.52852 -0.17737
H -34.05084 -8.86001 -0.03343
H -34.44723 -9.59204 3.22354
H -33.26389 -8.47377 2.61642
H -31.84057 -9.42022 4.18487
H -31.64079 -10.49889 2.92686
H -33.37225 -11.96041 4.06751
H -34.49005 -10.14921 5.13192
H -33.12177 -10.17349 6.33475
H -35.00588 -11.48009 7.17736
H -33.51078 -12.30731 7.01758
H -34.82348 -14.45613 6.95503
H -35.83134 -14.71967 5.55435
H -36.28654 -13.53993 6.79253
C -32.45527 -13.63734 1.51231
O -31.66915 -13.53066 0.30930
C -31.68864 -12.32437 -0.29703
C -30.71157 -12.31510 -1.56698
N -31.21973 -13.18772 -2.58729
C -30.30170 -13.31781 -3.79393
C -31.02551 -14.09472 -4.96419
O -31.49818 -15.34446 -4.51864
C -30.46660 -16.29493 -4.24821
H -33.50477 -13.59493 1.22103
H -32.25457 -12.78936 2.16710
H -32.32641 -14.61517 1.97635
H -31.37629 -11.54839 0.40181
H -32.70824 -12.13347 -0.63181
H -29.71669 -12.64047 -1.26293
H -30.69795 -11.30942 -1.98713
H -31.23456 -14.09791 -2.14976
H -29.32953 -13.76920 -3.59586
H -29.95616 -12.33734 -4.12163
H -30.18561 -14.19502 -5.65166
H -31.78175 -13.50300 -5.48001
H -29.57520 -15.86278 -3.79351
H -30.14468 -16.62126 -5.23714
H -30.75282 -17.18316 -3.68499
C -43.90965 -8.44483 -2.67576
C -45.02972 -7.54924 -3.04774
O -46.20369 -7.81775 -2.27008
O -42.73286 -8.16195 -3.37221
H -44.08776 -9.51320 -2.79804
H -43.60675 -8.30254 -1.63841
H -45.37206 -7.67863 -4.07447
H -44.70422 -6.51549 -2.93156
H -46.87469 -7.21338 -2.59580
H -42.77042 -8.75622 -4.12522
```

Properties
multiplicity = 2
net charge = +1
HOMO (spin up / spin down) = -9.45 / -9.45 eV
electronic energy = -5341.38042 a.u.



The following is a DFT calculation (wB97M-V/def2-TZVPD) of one molecule with the formula H3NO2S2 at a distorted geometry.

Geometry as XYZ:
```
8
Properties=species:S:1:pos:R:3
N -1.39740 0.82704 -0.46919
O 0.40702 -0.41002 1.19972
O 2.60381 -1.51587 0.59240
S 1.23546 -1.42486 0.19811
S -0.93115 0.60748 1.10742
H -0.87116 1.60416 -0.79473
H -2.38467 0.82857 -0.80254
H 1.33810 -0.51651 -1.03119
```

Properties
net charge = 0
HOMO = -8.69 eV
electronic energy = -1003.30126 a.u.



The following is a DFT calculation (wB97M-V/def2-TZVPD) of a 3-piece molecular cluster, C41H72BrFI2N5O overall at a distorted geometry.

Geometry as XYZ:
```
123
Properties=species:S:1:pos:R:3
C 1.30604 2.67167 0.56604
C 2.17003 2.43366 -0.47599
C 1.78390 2.57781 -1.88578
Br 2.31327 4.42507 -2.42499
N 0.20719 2.60300 -2.00874
F -0.24858 3.87870 -1.75313
C -0.04388 2.09035 -3.25415
N -0.88013 2.40738 -4.17329
C -1.81207 3.55910 -4.08926
C -1.06426 4.86067 -4.47891
C -2.90358 3.30276 -5.13505
C -3.82546 2.13936 -4.74098
N 0.75268 0.93001 -3.34835
C -0.06844 -0.01615 -2.46511
C 0.41559 -0.37139 -1.05620
C 0.17197 -1.86339 -0.71075
C 1.25814 -2.37817 0.24102
C 0.97752 -2.04090 1.71578
C 1.59630 -0.70511 2.19052
C 2.15336 -0.82614 3.60850
C 2.75959 0.49917 4.08007
C 2.73121 0.67449 5.61348
C 4.00426 0.19454 6.30271
C 5.17423 1.17101 6.10790
C 6.51328 0.59706 6.53581
N 6.80625 0.76282 7.96198
C 5.94124 0.99978 8.99557
C 6.67170 1.04298 10.17228
C 8.03303 0.85152 9.82479
C 8.08678 0.67615 8.45149
C 2.08462 1.44358 -2.95611
N 2.50579 2.24502 -4.18523
C 2.57163 1.59545 -5.22168
O 2.52726 1.05459 -6.22050
C 3.19998 0.40522 -2.83405
I 2.62088 -1.59320 -3.27695
C 4.49685 0.56641 -2.56045
C 5.49373 -0.55713 -2.50088
I 5.37098 2.44478 -2.23093
H 1.48968 3.48839 1.25475
H 0.41524 2.05747 0.66108
H 3.16794 2.08409 -0.23487
H -0.90794 1.81877 -4.99880
H -2.23397 3.65574 -3.09521
H -0.00730 4.66601 -4.63857
H -1.46627 5.27384 -5.39868
H -1.18934 5.60441 -3.69718
H -3.44605 4.22402 -5.31329
H -2.38583 3.01277 -6.05304
H -3.30627 1.19188 -4.90018
H -4.69380 2.13391 -5.39304
H -4.10153 2.18056 -3.68963
H -1.06210 0.41993 -2.36069
H -0.23237 -0.92910 -3.02853
H -0.16138 0.20422 -0.33202
H 1.46344 -0.16845 -0.84919
H 0.28027 -2.44534 -1.62361
H -0.79729 -2.01679 -0.24266
H 1.37137 -3.45732 0.14534
H 2.22868 -1.94570 -0.00907
H 1.34430 -2.83262 2.36741
H -0.10186 -1.99191 1.87438
H 0.78893 0.02806 2.26039
H 2.38645 -0.35302 1.52632
H 2.93808 -1.58478 3.62025
H 1.36887 -1.13273 4.30022
H 3.80203 0.58407 3.76943
H 2.22363 1.34363 3.64259
H 1.86493 0.13105 5.99352
H 2.56695 1.72397 5.86556
H 3.83558 0.08424 7.37251
H 4.26864 -0.79652 5.92428
H 5.23654 1.40162 5.04380
H 4.92464 2.08277 6.64905
H 6.57116 -0.47356 6.32991
H 7.32375 1.07044 5.98584
H 4.87925 1.11903 8.89676
H 6.31215 1.18941 11.17481
H 8.90150 0.83032 10.46025
H 8.93055 0.50541 7.80751
H 6.47749 -0.18264 -2.24570
H 5.51912 -1.08579 -3.45057
H 5.18792 -1.26542 -1.73136
C -6.95074 -0.93715 1.98220
C -6.33496 -2.33270 2.02823
C -4.97631 -2.37452 2.72652
C -3.88225 -1.54548 2.05296
C -3.60668 -1.91264 0.59604
C -3.10492 -3.34273 0.41445
H -6.32977 -0.23901 1.41755
H -7.92941 -0.96579 1.50177
H -7.08399 -0.53756 2.98922
H -6.25380 -2.73187 1.01301
H -7.01644 -2.99857 2.56264
H -4.65081 -3.41535 2.80516
H -5.09364 -2.02042 3.75492
H -2.95748 -1.65614 2.62942
H -4.14203 -0.48429 2.10632
H -2.84898 -1.22449 0.20317
H -4.50300 -1.75944 -0.00991
H -2.18176 -3.50673 0.97612
H -2.89663 -3.54589 -0.63869
H -3.84110 -4.07422 0.74773
C -5.65014 -1.48740 -2.88325
C -5.24058 -0.97119 -4.25780
C -4.77432 -2.07446 -5.20672
C -3.54566 -2.84449 -4.72207
C -2.31972 -1.98812 -4.42730
C -1.75677 -1.24267 -5.63315
H -4.80576 -1.95731 -2.37542
H -5.99401 -0.66365 -2.25514
H -6.46016 -2.21469 -2.95629
H -4.45791 -0.21462 -4.13830
H -6.09018 -0.45956 -4.71713
H -4.57963 -1.63424 -6.18908
H -5.58649 -2.79060 -5.35784
H -3.28761 -3.59663 -5.47329
H -3.80068 -3.40178 -3.81683
H -1.53535 -2.64196 -4.03225
H -2.55331 -1.27020 -3.63260
H -1.46338 -1.93218 -6.42532
H -0.86818 -0.67816 -5.32953
H -2.47409 -0.53194 -6.05007
```

Properties
net charge = +1
HOMO = -9.20 eV
electronic energy = -5223.24210 a.u.



The following is a DFT calculation (wB97M-V/def2-TZVPD) of one molecule with the formula C5H9NS at a distorted geometry.

Geometry as XYZ:
```
16
Properties=species:S:1:pos:R:3
C 1.56177 1.95206 0.14671
C 0.50055 1.19697 -0.21111
N 0.34808 -0.17745 -0.38705
C 1.30396 -1.12871 -0.19359
S 2.93525 -0.94722 0.12765
C -0.99853 -0.63520 -0.60814
C -1.83600 -0.66828 0.68320
H 2.60489 1.63774 0.36372
H 1.42637 3.03864 0.17710
H -0.39395 1.67949 -0.49991
H 1.01134 -2.15979 -0.27857
H -1.48256 -0.01157 -1.34466
H -0.87887 -1.65886 -1.02343
H -1.99664 0.27429 1.16094
H -1.28046 -1.25675 1.42792
H -2.82521 -1.13536 0.45923
```

Properties
net charge = 0
HOMO = -8.25 eV
SMILES = C=CN(C=S)CC
electronic energy = -648.81316 a.u.